Molecular formula: C2H39O18
Method: DFT, ωB97M-V with the def2-TZVPD basis set

Properties
E_LUMO, Eh: 0.06935
Strongest force on any atom, eV Å⁻¹: 2.95
2S+1: 1
Gap between HOMO and LUMO, eV: 7.4
Charge: -1
ΔE to the lowest compared entry with this formula, charge and spin, kcal per mole: 46.3

Each line ends with the natural charge from an NBO analysis.
CARTESIAN COORDINATES (ANGSTROEM)
1 C 0.21 0.19 0.49  -0.637
2 C -0.69 0.06 -0.71  -0.103
3 O -0.09 -0.76 -1.69  -1.011
4 H 1.17 0.36 0.17  0.213
5 H 0.05 -0.65 1.12  0.185
6 H -0.05 1.02 1.07  0.173
7 H -0.72 0.98 -1.32  0.171
8 H -1.68 -0.29 -0.43  0.152
9 O 0.77 2.70 -3.16  -0.978
10 H 0.43 1.88 -3.44  0.497
11 H 0.80 2.59 -2.24  0.458
12 O 3.69 -0.68 0.36  -0.965
13 H 4.47 -0.67 -0.14  0.468
14 H 3.46 0.24 0.47  0.495
15 O -0.25 -3.16 1.83  -0.961
16 H 0.05 -2.39 1.36  0.492
17 H 0.46 -3.45 2.39  0.460
18 O -2.97 -1.31 2.18  -0.947
19 H -2.35 -0.92 2.81  0.483
20 H -3.82 -1.37 2.59  0.469
21 O -2.07 3.19 -0.61  -0.972
22 H -2.45 3.19 -1.48  0.482
23 H -2.15 2.27 -0.40  0.488
24 O 2.97 1.91 1.26  -0.989
25 H 2.36 2.32 0.66  0.497
26 H 2.49 1.72 2.06  0.478
27 O 2.15 0.40 -2.20  -0.984
28 H 1.22 0.02 -2.12  0.493
29 H 2.29 0.84 -1.36  0.430
30 O 0.79 2.02 3.48  -0.967
31 H 0.19 2.76 3.65  0.475
32 H 0.18 1.33 3.23  0.492
33 O 1.89 -1.11 2.86  -0.923
34 H 2.25 -0.32 3.19  0.473
35 H 2.44 -1.73 3.31  0.476
36 O -3.59 1.03 0.78  -0.953
37 H -3.34 1.74 1.39  0.452
38 H -3.25 0.29 1.29  0.484
39 O 1.37 2.98 -0.54  -0.952
40 H 1.58 3.79 -0.99  0.498
41 H 0.53 3.14 -0.10  0.502
42 O -0.49 0.33 -4.09  -0.988
43 H -0.75 -0.18 -4.85  0.475
44 H -0.49 -0.21 -3.33  0.497
45 O -1.92 -2.94 -1.16  -0.960
46 H -1.34 -2.20 -0.97  0.483
47 H -1.84 -3.42 -0.31  0.469
48 O -0.70 -0.53 3.54  -0.983
49 H -1.12 -1.24 3.97  0.474
50 H 0.11 -0.91 3.24  0.510
51 O 1.51 -2.29 -0.29  -1.021
52 H 0.86 -1.69 -0.64  0.485
53 H 2.27 -1.76 -0.13  0.487
54 O -3.04 -0.15 -2.45  -0.946
55 H -3.75 -0.75 -2.12  0.460
56 H -2.28 -0.58 -2.03  0.483
57 O 0.81 -2.47 -3.55  -0.974
58 H 0.85 -3.29 -3.09  0.456
59 H 0.46 -1.89 -2.84  0.501

=====

Molecular formula: C2H8N2S
Method: DFT, ωB97M-V with the def2-TZVPD basis set

Properties
E_LUMO, Eh: 0.03277
Strongest force on any atom, eV Å⁻¹: 7.97
2S+1: 1
Gap between HOMO and LUMO, eV: 9.0
Charge: 0
SMILES string: CNN(C)S
ΔE to the lowest compared entry with this formula, charge and spin, kcal per mole: 73.8

Each line ends with the natural charge from an NBO analysis.
CARTESIAN COORDINATES (ANGSTROEM)
1 C 1.41 -1.27 0.12  -0.427
2 C -0.84 1.74 0.06  -0.392
3 N 0.76 -0.14 -0.58  -0.491
4 N -0.39 0.12 0.22  -0.444
5 S -1.75 -0.87 -0.03  0.107
6 H 2.39 -1.34 -0.53  0.191
7 H 1.77 -1.06 1.19  0.215
8 H 0.74 -2.26 0.05  0.188
9 H -1.54 1.74 0.75  0.187
10 H 0.14 2.32 0.19  0.214
11 H -1.06 1.77 -1.02  0.192
12 H 0.74 -0.34 -1.54  0.342
13 H -2.36 -0.39 1.13  0.117

=====

Molecular formula: C4H6P2
Method: DFT, ωB97M-V with the def2-TZVPD basis set

Properties
E_LUMO, Eh: -0.02957
Strongest force on any atom, eV Å⁻¹: 4.55
2S+1: 1
Gap between HOMO and LUMO, eV: 6.7
Charge: 0
SMILES string: C/P=c1\pc1C
ΔE to the lowest compared entry with this formula, charge and spin, kcal per mole: 41.3

Each line ends with the natural charge from an NBO analysis.
CARTESIAN COORDINATES (ANGSTROEM)
1 C 1.33 -0.05 -0.13  -0.263
2 C -0.02 0.05 0.12  -0.634
3 C 2.42 -1.04 0.08  -0.681
4 C -2.75 0.83 -0.01  -0.837
5 P 0.88 1.55 -0.62  0.586
6 P -1.50 -0.71 0.55  0.468
7 H 2.08 -1.76 0.85  0.233
8 H 3.31 -0.62 0.48  0.239
9 H 2.72 -1.74 -0.77  0.256
10 H -3.68 1.07 0.37  0.215
11 H -2.05 1.65 0.15  0.209
12 H -2.74 0.77 -1.06  0.208

=====

Molecular formula: C6H12N2O
Method: DFT, ωB97M-V with the def2-TZVPD basis set

Properties
E_LUMO, Eh: 0.02608
Strongest force on any atom, eV Å⁻¹: 4.51
2S+1: 1
Gap between HOMO and LUMO, eV: 10.0
Charge: 0
SMILES string: C[C@@H]1CC[C@H](C)N1N=O
ΔE to the lowest compared entry with this formula, charge and spin, kcal per mole: 97.7

Each line ends with the natural charge from an NBO analysis.
CARTESIAN COORDINATES (ANGSTROEM)
1 C 0.66 -1.82 1.18  -0.603
2 C 0.84 -0.47 0.49  -0.075
3 C 1.38 -0.75 -0.92  -0.414
4 C 1.01 0.63 -1.61  -0.399
5 C -0.46 0.94 -1.06  -0.043
6 C -1.72 0.46 -1.93  -0.637
7 H 0.77 -2.65 0.43  0.190
8 H -0.32 -2.01 1.64  0.239
9 H 1.46 -1.94 1.86  0.222
10 H 1.73 0.05 0.88  0.203
11 H 0.80 -1.51 -1.40  0.192
12 H 2.31 -1.29 -1.07  0.236
13 H 1.65 1.45 -1.04  0.193
14 H 1.25 0.79 -2.68  0.231
15 H -0.38 2.01 -1.02  0.211
16 H -1.57 0.74 -2.96  0.220
17 H -2.07 -0.67 -1.85  0.230
18 H -2.48 1.19 -1.64  0.226
19 N -0.25 0.48 0.36  -0.215
20 N -1.08 0.70 1.39  0.243
21 O -0.51 0.20 2.46  -0.449

=====

Molecular formula: C15H15Cl2N2
Method: DFT, ωB97M-V with the def2-TZVPD basis set

Properties
E_LUMO, Eh: -0.20258
Strongest force on any atom, eV Å⁻¹: 1.13
2S+1: 1
Gap between HOMO and LUMO, eV: 6.0
Charge: +1

Each line ends with the natural charge from an NBO analysis.
CARTESIAN COORDINATES (ANGSTROEM)
1 Cl -6.21 1.85 -0.69  0.092
2 C -4.67 1.13 -0.58  0.027
3 C -4.55 -0.27 -0.55  -0.245
4 C -3.30 -0.86 -0.44  -0.128
5 C -2.12 -0.06 -0.34  -0.198
6 C -0.84 -0.68 -0.18  0.092
7 C 0.37 -0.01 -0.37  -0.348
8 C 1.59 -0.68 -0.43  0.064
9 C 2.88 -0.05 -0.52  -0.162
10 C 4.06 -0.84 -0.58  -0.108
11 C 5.32 -0.26 -0.66  -0.242
12 C 5.43 1.14 -0.68  0.033
13 Cl 6.98 1.87 -0.73  0.092
14 C 4.28 1.95 -0.63  -0.238
15 C 3.02 1.36 -0.56  -0.115
16 C -2.26 1.34 -0.45  -0.069
17 C -3.52 1.93 -0.55  -0.254
18 H -5.45 -0.88 -0.62  0.251
19 H -3.20 -1.95 -0.46  0.232
20 H -0.81 -1.76 -0.04  0.245
21 H 0.36 1.07 -0.52  0.214
22 H 1.58 -1.77 -0.38  0.220
23 H 3.96 -1.93 -0.58  0.229
24 H 6.21 -0.87 -0.69  0.250
25 H 4.39 3.03 -0.65  0.248
26 H 2.14 2.00 -0.53  0.219
27 H -1.38 1.98 -0.43  0.212
28 H -3.62 3.01 -0.62  0.248
29 N -1.13 -1.56 2.20  -0.657
30 N -2.44 -2.01 2.62  -0.642
31 H -1.07 -0.58 2.45  0.360
32 H -0.45 -2.07 2.75  0.372
33 H -3.11 -1.58 2.00  0.350
34 H -2.45 -3.02 2.46  0.353

=====

Molecular formula: C24H45N4O8
Method: DFT, ωB97M-V with the def2-TZVPD basis set

Properties
E_LUMO, Eh: -0.09540
Strongest force on any atom, eV Å⁻¹: 1.33
2S+1: 1
Gap between HOMO and LUMO, eV: 8.6
Charge: +1

Each line ends with the Mulliken charge.
CARTESIAN COORDINATES (ANGSTROEM)
1 C 1.85 -5.73 0.17  -1.019
2 C 1.69 -4.33 0.66  0.711
3 O 1.71 -3.93 1.76  -0.459
4 O 1.39 -3.40 -0.40  -0.206
5 C 2.46 -2.82 -0.96  0.235
6 O 3.59 -3.08 -0.69  -0.584
7 C 2.05 -1.77 -1.97  -0.998
8 C 1.56 -0.48 -1.27  0.279
9 C 0.31 0.00 -2.01  -1.753
10 N -0.17 1.29 -1.54  0.716
11 C 0.58 1.88 -0.45  -1.924
12 O 0.14 3.18 -0.23  -0.309
13 C -0.84 3.32 0.79  -0.603
14 C -2.20 2.77 0.39  -1.000
15 N -2.39 1.44 0.97  0.006
16 C -3.59 0.76 0.47  -1.218
17 C -3.23 -0.41 -0.44  0.607
18 C -2.18 -1.36 0.16  -0.944
19 O -2.84 0.07 -1.73  -0.692
20 C 2.14 1.95 -0.61  1.062
21 C 2.62 3.14 -1.44  -1.312
22 C 2.11 3.16 -2.90  -0.563
23 C 3.21 3.43 -3.90  0.124
24 O 3.42 2.73 -4.84  -0.542
25 O 3.94 4.53 -3.61  -0.437
26 N 2.68 1.96 0.66  -0.152
27 C 3.36 2.73 1.42  0.749
28 C 2.71 3.63 2.42  -1.334
29 C 4.87 2.74 1.42  -1.241
30 N 2.60 0.62 -1.36  0.108
31 C 3.94 0.17 -0.87  -0.846
32 H 2.36 -5.76 -0.79  0.341
33 H 2.41 -6.30 0.90  0.340
34 H 0.86 -6.19 0.03  0.302
35 H 2.88 -1.59 -2.65  0.475
36 H 1.23 -2.15 -2.57  0.590
37 H 1.36 -0.66 -0.21  0.556
38 H -0.46 -0.76 -1.86  0.530
39 H 0.53 0.01 -3.08  0.096
40 H -0.32 1.96 -2.29  0.381
41 H 0.42 1.28 0.45  0.649
42 H -0.51 2.83 1.71  0.259
43 H -0.89 4.39 0.99  0.382
44 H -2.22 2.72 -0.70  0.419
45 H -2.99 3.48 0.68  0.515
46 H -2.49 1.59 1.97  0.269
47 H -4.20 1.46 -0.11  0.294
48 H -4.18 0.37 1.30  0.536
49 H -4.14 -0.99 -0.59  0.448
50 H -1.52 -1.70 -0.64  0.201
51 H -1.57 -0.87 0.92  0.155
52 H -2.68 -2.23 0.59  0.433
53 H -2.06 0.61 -1.59  0.244
54 H 3.71 3.11 -1.47  0.637
55 H 2.30 4.05 -0.95  0.541
56 H 1.31 3.90 -3.01  0.445
57 H 1.69 2.21 -3.21  0.272
58 H 4.85 4.38 -3.90  0.371
59 H 1.66 3.37 2.54  0.167
60 H 3.21 3.59 3.39  0.514
61 H 2.79 4.65 2.05  0.320
62 H 5.27 3.51 2.08  0.428
63 H 5.27 2.90 0.41  0.281
64 H 5.23 1.77 1.77  0.320
65 H 2.71 0.79 -2.36  0.703
66 H 4.59 1.03 -0.77  0.323
67 H 4.37 -0.49 -1.62  0.451
68 H 3.82 -0.38 0.06  0.373
69 C -5.78 -3.64 3.54  -0.513
70 C -6.45 -4.24 2.30  -0.580
71 C -5.74 -3.50 1.18  -0.508
72 O -4.42 -3.22 1.66  -0.264
73 C -4.35 -3.47 3.06  -0.489
74 H -5.86 -4.26 4.43  0.342
75 H -6.22 -2.66 3.77  0.268
76 H -6.24 -5.31 2.25  0.278
77 H -7.53 -4.11 2.28  0.329
78 H -6.24 -2.55 0.95  0.260
79 H -5.66 -4.08 0.26  0.307
80 H -3.77 -4.39 3.23  0.276
81 H -3.83 -2.64 3.54  0.269

=====

Molecular formula: C4H2O2Pt
Method: DFT, ωB97M-V with the def2-TZVPD basis set

Properties
E_LUMO (spin up / spin down), Eh: -0.05129 / -0.10031
Strongest force on any atom, eV Å⁻¹: 6.21
2S+1: 3
Gap between HOMO and LUMO (spin up / spin down), eV: 7.4 / 6.5
Charge: 0
⟨S²⟩: 2.0324
ΔE to the lowest compared entry with this formula, charge and spin, kcal per mole: 3.2

Each line ends with the natural charge from an NBO analysis.
CARTESIAN COORDINATES (ANGSTROEM)
1 O -2.55 0.89 0.63  -0.477
2 C -1.37 0.72 0.32  0.348
3 H -0.73 1.59 0.02  0.125
4 C 1.55 -0.19 -0.66  -0.367
5 C 0.43 -0.80 -0.29  0.107
6 C -0.61 -0.51 0.53  0.049
7 O -1.22 -1.77 0.57  -0.322
8 Pt 2.88 -0.11 0.57  0.316
9 H 1.61 0.18 -1.69  0.221

=====

Molecular formula: C2H3I2NO
Method: DFT, ωB97M-V with the def2-TZVPD basis set

Properties
E_LUMO (spin up / spin down), Eh: -0.01398 / -0.12956
Strongest force on any atom, eV Å⁻¹: 4.39
2S+1: 3
Gap between HOMO and LUMO (spin up / spin down), eV: 6.3 / 5.8
Charge: 0
⟨S²⟩: 2.0152
ΔE to the lowest compared entry with this formula, charge and spin, kcal per mole: 58.4

Each line ends with the natural charge from an NBO analysis.
CARTESIAN COORDINATES (ANGSTROEM)
1 C -0.12 0.70 -1.56  0.306
2 C 0.39 0.84 -0.16  -0.415
3 N 0.67 -1.11 0.16  -0.705
4 O 0.60 0.72 -2.52  -0.538
5 I 2.05 1.98 0.20  0.212
6 I 2.63 -1.48 -0.06  0.503
7 H -1.25 0.46 -1.53  0.121
8 H -0.41 0.85 0.56  0.194
9 H 0.54 -0.90 1.12  0.321

=====

Number 1: energy -39563.663 eV. Number 2: energy -16015.594 eV. Number 3: energy -22819.204 eV. Number 4: energy -11440.436 eV. Number 5: energy -43815.196 eV. Number 6: energy -47950.744 eV. Number 7: energy -11513.509 eV. Number 8: energy -21855.326 eV.